{
  "formula": "C25H27F6GeN5O20P4S3Y",
  "method": "ωB97M-V with the def2-TZVPD basis set",
  "species": ["Y", "N", "C", "C", "P", "O", "O", "O", "P", "O", "O", "O", "H", "H", "H", "H", "H", "H", "H", "H", "F", "C", "F", "F", "S", "O", "O", "N", "S", "O", "O", "C", "F", "F", "F", "O", "P", "O", "O", "O", "P", "O", "O", "O", "H", "H", "Ge", "C", "C", "C", "C", "C", "C", "C", "C", "C", "C", "C", "C", "H", "H", "H", "H", "H", "H", "H", "H", "H", "H", "H", "O", "S", "O", "O", "C", "N", "C", "C", "C", "N", "C", "C", "C", "N", "C", "C", "H", "H", "H", "H", "H", "H"],
  "xyz": [[-0.37490, -1.00420, 0.85042], [4.49862, -0.75623, 0.81041], [3.63140, -1.53686, -0.16844], [4.49932, -2.23078, -1.20778], [2.65208, -2.77871, 0.81622], [3.77479, -3.05615, 1.96095], [2.35560, -3.95786, -0.00785], [1.55132, -1.98253, 1.47456], [2.47836, -0.21654, -0.83892], [3.02089, 0.04299, -2.32224], [1.07025, -0.74327, -0.94890], [2.76532, 0.94922, 0.05080], [4.62596, -1.29358, 1.67272], [3.96959, 0.13948, 0.96163], [5.40406, -0.53475, 0.40269], [5.17672, -2.94452, -0.73411], [5.06887, -1.50944, -1.79636], [3.85790, -2.79621, -1.88027], [3.41261, -3.49198, 2.74525], [2.33162, -0.09090, -2.98703], [2.43050, 1.25958, 4.77099], [2.04026, -0.00940, 4.63250], [2.86693, -0.60913, 3.76612], [2.14345, -0.62008, 5.80696], [0.30292, -0.02092, 4.01259], [0.47091, 0.41376, 2.62632], [-0.38137, 0.88538, 4.88350], [0.03697, -1.52994, 4.15960], [-1.06487, -2.54786, 3.72989], [-2.23911, -2.61065, 4.52371], [-1.21455, -2.65857, 2.27728], [-0.11355, -4.07255, 4.14827], [-0.82339, -5.13217, 3.78042], [0.11190, -4.13254, 5.45634], [1.06550, -4.11114, 3.51453], [-2.62065, 2.82487, -0.53913], [-1.77281, 1.87075, 0.38700], [-1.95724, 0.41886, 0.05995], [-0.29729, 2.27641, 0.17491], [-2.13667, 2.13665, 1.86922], [-3.06643, 0.96982, 2.73406], [-3.08440, 1.70043, 4.14466], [-4.38303, 0.96577, 2.09319], [-2.12635, -0.20548, 2.79472], [-3.56482, 2.60193, -0.51206], [-2.25541, 1.51509, 4.61757], [0.68602, 3.60808, 1.01272], [1.45598, 4.59569, -0.46129], [1.09777, 5.91104, -0.74762], [1.67319, 6.57948, -1.82005], [2.61255, 5.93731, -2.61411], [2.98080, 4.62795, -2.33343], [2.40701, 3.95992, -1.26121], [-0.48303, 4.60641, 2.17505], [-1.49891, 5.43118, 1.69459], [-2.35251, 6.07687, 2.57495], [-2.19747, 5.90652, 3.94471], [-1.18863, 5.08904, 4.43262], [-0.33638, 4.44081, 3.55009], [1.72318, 2.79128, 1.77085], [0.37119, 6.42500, -0.12878], [1.38497, 7.60067, -2.03490], [3.05774, 6.45771, -3.45278], [3.71527, 4.12559, -2.95038], [2.69856, 2.93842, -1.04211], [-1.65287, 5.54540, 0.62689], [-3.15128, 6.69957, 2.19289], [-2.87450, 6.40033, 4.62977], [-1.07644, 4.93752, 5.49855], [0.42358, 3.77348, 3.94163], [-5.48382, -2.73718, -6.60802], [-5.16366, -4.01454, -7.21351], [-4.90338, -3.96883, -8.63667], [-5.97929, -5.13170, -6.76767], [-3.54430, -4.43816, -6.47929], [-2.70655, -5.19669, -7.19116], [-1.53903, -5.47083, -6.63202], [-1.17410, -5.01006, -5.37663], [-2.12819, -4.26112, -4.70410], [-3.30394, -3.98208, -5.25335], [-1.88997, -3.68103, -3.35438], [-0.81298, -4.05617, -2.55645], [-0.62474, -3.42727, -1.34373], [-1.42713, -2.45559, -0.89324], [-2.48811, -2.12130, -1.64142], [-2.75541, -2.70808, -2.86159], [-0.85525, -6.08074, -7.21538], [-0.19883, -5.22530, -4.96457], [-0.12041, -4.82908, -2.85710], [0.22124, -3.70082, -0.72163], [-3.11885, -1.33665, -1.24540], [-3.61684, -2.41816, -3.44823]],
  "largest_force_ha_per_bohr": 0.018,
  "e_homo_ev": -5.5,
  "lumo_ev": 1.0,
  "total_charge": -1
}

{
  "formula": "C10H20BClN2O5PS",
  "method": "ωB97M-V with the def2-TZVPD basis set",
  "species": ["O", "C", "C", "B", "C", "C", "S", "C", "N", "N", "C", "O", "P", "O", "Cl", "H", "H", "H", "H", "H", "H", "H", "H", "H", "H", "H", "H", "O", "C", "O", "C", "C", "C", "H", "H", "H", "H", "H", "H", "H", "H"],
  "xyz": [[1.76454, -5.56557, 0.49030], [1.75041, -4.15893, 0.15449], [0.33184, -3.65665, -0.33246], [0.43897, -2.03004, -0.53385], [-0.10501, -1.47563, -1.97908], [0.58637, -2.11238, -3.22710], [2.39424, -1.79409, -3.37708], [2.83451, -0.36358, -2.40399], [2.14814, 0.74609, -2.12545], [2.91364, 1.50953, -1.32091], [4.05666, 0.86813, -1.09824], [4.04895, -0.30954, -1.77553], [-0.47991, -0.98386, 0.82749], [-1.44393, -2.00928, 1.82278], [1.10964, -0.22638, 2.08422], [2.69226, -5.83042, 0.38710], [2.45319, -3.94660, -0.68722], [2.00975, -3.51510, 1.03191], [-0.38669, -3.98653, 0.45671], [0.09224, -4.22412, -1.27429], [1.61077, -1.73422, -0.45225], [-1.19927, -1.75110, -2.04140], [-0.06983, -0.35521, -2.00106], [0.42080, -3.21358, -3.30875], [0.08923, -1.67226, -4.13307], [4.81912, 1.31253, -0.44622], [-1.06481, -1.88618, 2.71270], [-2.63975, 1.02182, 1.07510], [-2.46857, 2.14587, 1.44659], [-3.50653, 3.02369, 1.44949], [-3.45236, 4.31650, 2.05133], [-2.86749, 5.34096, 1.10047], [-1.09412, 2.63521, 1.82465], [-2.92312, 4.28133, 3.00570], [-4.48519, 4.58565, 2.27999], [-1.83800, 5.09954, 0.83366], [-2.88329, 6.33661, 1.54980], [-3.43883, 5.36587, 0.17055], [-0.56061, 2.93555, 0.92245], [-0.55709, 1.81754, 2.30180], [-1.10087, 3.45888, 2.53866]],
  "largest_force_ha_per_bohr": 0.065,
  "e_homo_ev": -3.4,
  "lumo_ev": 2.7,
  "total_charge": -1
}

{
  "formula": "C42H26F7NOP2S2Ti",
  "method": "ωB97M-V with the def2-TZVPD basis set",
  "species": ["Ti", "S", "P", "C", "P", "S", "C", "C", "C", "C", "C", "C", "C", "C", "C", "C", "C", "C", "C", "C", "C", "C", "C", "C", "C", "C", "C", "C", "C", "C", "H", "H", "H", "H", "H", "H", "H", "H", "H", "H", "H", "H", "H", "H", "H", "H", "H", "H", "H", "H", "F", "C", "C", "C", "C", "C", "F", "C", "C", "C", "C", "C", "C", "N", "H", "H", "H", "H", "H", "H", "F", "C", "C", "F", "C", "F", "C", "O", "C", "F", "C", "F"],
  "xyz": [[11.76940, 12.14146, 8.87751], [12.84987, 12.56354, 6.44006], [14.43370, 12.19630, 7.61720], [13.71243, 12.24224, 9.17460], [14.02318, 12.17799, 10.87559], [12.10091, 12.35002, 11.45297], [15.09637, 13.51016, 11.52929], [16.49288, 13.42573, 11.45380], [17.32580, 14.46656, 11.81486], [16.81137, 15.62954, 12.39134], [15.40212, 15.70520, 12.50872], [14.58843, 14.72271, 11.99168], [14.77472, 10.57360, 11.39478], [14.29022, 9.45214, 10.79767], [14.75219, 8.17402, 11.13382], [15.61199, 8.04099, 12.24556], [16.04373, 9.19651, 12.91484], [15.59756, 10.43145, 12.55063], [15.22999, 10.61577, 7.38651], [14.46876, 9.44950, 7.18517], [14.99120, 8.16667, 7.28714], [16.26552, 7.97570, 7.67448], [17.05267, 9.09860, 7.87214], [16.56428, 10.38332, 7.81870], [15.69161, 13.41622, 7.27351], [16.38282, 13.38298, 6.03660], [17.35734, 14.28134, 5.72510], [17.73714, 15.20438, 6.69039], [17.02453, 15.31956, 7.88063], [15.93816, 14.49626, 8.17136], [16.98293, 12.42934, 11.16188], [18.37067, 14.30612, 11.69960], [17.45428, 16.25166, 12.99550], [15.02481, 16.61775, 13.03012], [13.50049, 14.73860, 12.11594], [13.56556, 9.59764, 9.98407], [14.39868, 7.28386, 10.63068], [16.01231, 7.11460, 12.57897], [16.75881, 9.01457, 13.70190], [16.12074, 11.27411, 13.07362], [13.43418, 9.49423, 6.90532], [14.37933, 7.32120, 7.04755], [16.62845, 6.95921, 7.96312], [18.07459, 8.97612, 8.21185], [17.25325, 11.22641, 7.94717], [16.09880, 12.64533, 5.32104], [17.90344, 14.25739, 4.78149], [18.54964, 15.84960, 6.39291], [17.26748, 16.10565, 8.62596], [15.36652, 14.46805, 9.19569], [7.11967, 9.76073, 10.42001], [7.75352, 10.97369, 10.37325], [9.04343, 10.93146, 9.92800], [9.77451, 12.11484, 9.75509], [9.15657, 13.34444, 9.90494], [7.81763, 13.31034, 10.35664], [7.14626, 14.44749, 10.45729], [7.06509, 12.13590, 10.55419], [9.97982, 14.51539, 9.55610], [9.63511, 15.85527, 9.82242], [10.60137, 16.80014, 9.82012], [11.81076, 16.47610, 9.27135], [12.06237, 15.21194, 8.88707], [11.19185, 14.19170, 9.05178], [9.50665, 9.94180, 9.77992], [6.00467, 12.17931, 10.89694], [8.62321, 16.00730, 10.09796], [10.30760, 17.83925, 10.15798], [12.59211, 17.23303, 9.34639], [13.01005, 14.93932, 8.35899], [9.34364, 8.99369, 3.24587], [9.87702, 9.37958, 4.41878], [10.62852, 8.42938, 5.17872], [10.67307, 7.12695, 4.85970], [11.03873, 8.83488, 6.42432], [11.82894, 7.98478, 7.10739], [10.81072, 10.11404, 6.93166], [11.52466, 10.50348, 8.04823], [9.99808, 10.93277, 6.18781], [9.75463, 12.18145, 6.68423], [9.47653, 10.60203, 4.93725], [8.63528, 11.40859, 4.30663]],
  "largest_force_ha_per_bohr": 0.054,
  "relative_energy_kj_mol": 122.7,
  "e_homo_ev": -8.0,
  "lumo_ev": -0.3
}

{
  "formula": "C3H9O3P",
  "method": "ωB97M-V with the def2-TZVPD basis set",
  "species": ["C", "C", "C", "O", "O", "O", "P", "H", "H", "H", "H", "H", "H", "H", "H", "H"],
  "xyz": [[1.99463, 0.46011, 1.45359], [1.28575, 0.66731, 0.06620], [-3.41264, 0.38794, -0.77759], [-2.44686, 1.15126, -1.22752], [-2.94965, -0.86531, -0.69523], [0.44907, -0.38253, -0.21118], [0.82433, -2.05675, -0.25547], [3.04115, 0.33804, 1.38472], [1.89521, 1.45597, 2.05279], [1.74569, -0.31318, 2.08825], [2.02642, 0.98463, -0.71843], [0.58728, 1.39947, 0.19847], [0.07894, -2.22343, -1.47376], [-2.68033, 2.08762, -1.42034], [-2.01397, -0.84972, -0.91335], [-0.42502, -2.24144, 0.44885]],
  "largest_force_ha_per_bohr": 0.086,
  "relative_energy_kj_mol": 374.6,
  "e_homo_ev": -9.2,
  "lumo_ev": 0.6
}

{
  "formula": "C7H15N",
  "method": "ωB97M-V with the def2-TZVPD basis set",
  "species": ["C", "C", "C", "C", "C", "C", "C", "N", "H", "H", "H", "H", "H", "H", "H", "H", "H", "H", "H", "H", "H", "H", "H"],
  "xyz": [[1.00165, -2.88758, -0.81211], [0.87872, -1.89468, 0.36591], [1.33617, -0.46104, 0.06944], [0.42834, 0.32366, -0.88001], [-0.56409, 1.23111, -0.15022], [-1.96800, 0.68994, -0.11793], [-0.19377, 2.33946, 0.48712], [-1.03058, 3.20323, 1.20846], [0.72449, -2.30867, -1.68115], [0.19898, -3.63107, -0.80251], [1.96239, -3.34608, -0.98667], [-0.17239, -1.90542, 0.64958], [1.45736, -2.25432, 1.21706], [2.41203, -0.40164, -0.13059], [1.27982, -0.02165, 1.06031], [0.97906, 0.98667, -1.55097], [-0.14686, -0.35592, -1.50022], [-2.68112, 1.43890, 0.21380], [-2.09551, -0.17622, 0.54234], [-2.31741, 0.37431, -1.09755], [0.86225, 2.56800, 0.40970], [-0.53151, 3.76856, 1.87463], [-1.82001, 2.72047, 1.61158]],
  "largest_force_ha_per_bohr": 0.026,
  "relative_energy_kj_mol": 79.2,
  "smiles": "CCCC/C(C)=C/N",
  "e_homo_ev": -7.8,
  "lumo_ev": 1.0
}